# 1
This record from the Open Molecules 2025 dataset describes C4H8N2O as an isolated structure. The level of theory is the ωB97M-V functional and the def2-TZVPD basis.

Last column: Mulliken charge in e.
Positions of all 15 atoms, in Å:
C 1.123 1.187 0.511  -1.2986
N -0.581 -0.544 1.076  -0.1075
C 0.518 -0.146 0.121  0.9116
C -1.096 0.060 -0.924  -0.4989
C -1.649 -0.261 0.392  -0.1274
O -0.913 -1.014 -1.780  -0.5779
N 1.213 -1.173 -0.338  -0.9568
H -0.010 -1.399 -1.523  0.4299
H -0.494 -1.092 1.932  0.2624
H 2.140 -0.886 -0.642  0.1938
H -1.463 0.945 -1.443  0.3245
H -2.650 -0.240 0.821  0.4299
H 0.362 1.922 0.776  0.3521
H 1.692 1.571 -0.337  0.3232
H 1.808 1.068 1.356  0.3397

Values from the calculation:
Lowest unoccupied orbital energy = 0.0012 Ha
HOMO energy = -7.82 eV
Gap between HOMO and LUMO = 7.85 eV
Energy above the lowest of the compared OMol25 structures with the same formula, charge and spin = 423.5 kJ/mol

# 2
This record from the Open Molecules 2025 dataset describes a 2-piece molecular cluster, C4H9O6S overall at a distorted geometry. The level of theory is the ωB97M-V functional and the def2-TZVPD basis.

Last column: Mulliken charge in e.
Positions of all 20 atoms, in Å:
C 0.457 -2.513 -1.253  -0.8085
C 2.090 0.946 0.499  -0.5591
C -1.549 0.152 -1.135  -0.7722
C 0.352 -0.600 0.139  0.5417
O -1.012 1.127 3.416  -0.5885
O -2.668 1.638 1.656  -0.6090
O -0.520 2.840 1.685  -0.5629
O 0.012 -1.944 -0.018  -0.4163
O 1.698 -0.372 0.293  -0.3639
O -0.133 0.174 -0.938  -0.2554
S -1.240 1.604 2.045  0.8594
H 1.471 -2.628 -1.235  0.3406
H 0.351 -1.641 -2.059  0.2387
H -0.126 -3.304 -1.515  0.2830
H 3.147 0.903 0.633  0.2653
H 1.566 1.410 1.438  0.1821
H 1.772 1.563 -0.291  0.3086
H -2.013 0.979 -0.524  0.2660
H -2.060 -0.662 -0.649  0.3594
H -1.597 0.328 -2.187  0.2912

Values from the calculation:
Charge = -1
Lowest unoccupied orbital energy (spin up / spin down) = 0.1227 / 0.1229 Ha
HOMO energy (spin up / spin down) = -3.63 / -4.50 eV
Gap between HOMO and LUMO (spin up / spin down) = 6.96 / 7.84 eV
Energy above the lowest of the compared OMol25 structures with the same formula, charge and spin = 328.5 kJ/mol

# 3
This record from the Open Molecules 2025 dataset describes a 2-piece molecular cluster, C15H28N2O2PS overall at a distorted geometry. The level of theory is the ωB97M-V functional and the def2-TZVPD basis.

Last column: Mulliken charge in e.
Positions of all 49 atoms, in Å:
C 6.887 0.535 0.970  -0.7010
O 6.201 -0.199 -0.027  -0.3426
C 6.169 -1.604 0.148  -0.8374
C 4.814 -2.054 0.669  -0.5834
C 3.726 -1.930 -0.399  -0.5695
C 2.539 -2.840 -0.074  -0.9702
C 1.184 -2.193 -0.359  -0.6226
C 0.041 -3.017 0.250  -0.8865
N -0.703 -2.353 1.384  0.1333
C -2.090 -3.020 1.450  -0.5746
O -2.816 -2.294 0.554  -0.3802
C -2.625 -0.951 1.013  0.1911
P -3.225 0.330 -0.177  0.1289
S -5.022 0.950 0.209  -0.3392
C -1.089 -0.916 1.227  -0.9641
H 7.510 1.274 0.480  0.2412
H 6.203 1.057 1.637  0.2455
H 7.539 -0.087 1.579  0.3393
H 6.282 -2.037 -0.843  0.3821
H 6.984 -1.970 0.765  0.4324
H 4.908 -3.106 0.937  0.4496
H 4.543 -1.505 1.568  0.2414
H 3.418 -0.895 -0.488  0.3045
H 4.186 -2.240 -1.330  0.3936
H 2.602 -3.794 -0.591  0.3692
H 2.577 -3.066 0.990  0.5437
H 1.235 -1.184 0.036  0.4607
H 1.010 -2.149 -1.425  0.2101
H 0.471 -3.917 0.671  0.6139
H -0.664 -3.330 -0.504  0.4136
H -0.284 -2.555 2.289  0.4424
H -2.476 -2.905 2.463  0.3957
H -2.069 -4.068 1.197  0.4349
H -3.152 -0.859 1.957  0.4302
H -2.288 1.379 -0.113  0.1124
H -3.105 -0.287 -1.435  0.1237
H -0.497 -0.354 0.522  0.4801
H -0.914 -0.434 2.185  0.2996
N -3.791 4.981 -2.251  -0.5591
C -4.599 4.042 -1.762  0.0007
C -5.891 4.286 -1.326  -0.2447
C -6.374 5.582 -1.400  -0.3707
C -5.548 6.573 -1.904  -0.3347
C -4.271 6.221 -2.315  -0.2066
H -4.183 3.043 -1.723  0.2944
H -6.501 3.480 -0.940  0.2822
H -7.377 5.816 -1.070  0.3733
H -5.884 7.598 -1.978  0.3616
H -3.593 6.966 -2.718  0.3613

Values from the calculation:
Charge = +1
Lowest unoccupied orbital energy = -0.1194 Ha
HOMO energy = -11.17 eV
Gap between HOMO and LUMO = 7.93 eV

# 4
This record from the Open Molecules 2025 dataset describes an isolated molecule of C12H15FO2 at a distorted geometry. The level of theory is the ωB97M-V functional and the def2-TZVPD basis.

Last column: Mulliken charge in e.
Positions of all 30 atoms, in Å:
C -0.854 -2.356 3.339  -1.4405
C -0.831 -1.903 1.881  -0.2132
C 0.064 -1.063 1.409  0.0616
O 0.946 -0.292 2.106  -0.4958
C 0.009 -0.902 -0.152  0.7100
C 0.119 -2.063 -0.842  -0.5737
C 0.149 -2.182 -2.227  -0.7382
C 0.010 -0.995 -2.917  -0.6870
C -0.140 0.203 -2.203  -0.4701
C -0.237 0.301 -0.839  0.4709
C -0.377 1.613 -0.107  -0.5053
O -1.319 2.358 -0.799  -0.5704
C 0.966 2.336 -0.037  0.3903
C 1.376 2.869 -1.353  -1.4376
F 0.805 3.290 0.923  -0.3978
H -1.496 -3.156 3.576  0.3585
H -1.181 -1.415 3.767  0.3535
H 0.132 -2.506 3.766  0.3312
H -1.550 -2.538 1.224  0.3343
H 0.672 -0.231 3.030  0.3362
H 0.172 -2.934 -0.163  0.4833
H 0.260 -3.193 -2.660  0.3577
H 0.078 -0.869 -4.060  0.2759
H -0.447 1.038 -2.868  0.4186
H -0.754 1.440 0.889  0.7785
H -2.127 2.509 -0.152  0.4058
H 1.637 1.555 0.324  0.3365
H 1.288 2.079 -2.010  0.4135
H 2.197 3.544 -1.253  0.3898
H 0.433 3.460 -1.591  0.3234

Values from the calculation:
Lowest unoccupied orbital energy = 0.0197 Ha
HOMO energy = -8.71 eV
Gap between HOMO and LUMO = 9.24 eV
Energy above the lowest of the compared OMol25 structures with the same formula, charge and spin = 0.0 kJ/mol
SMILES = C/C=C(\O)c1ccccc1[C@H](O)[C@@H](C)F

# 5
This record from the Open Molecules 2025 dataset describes C7H10CoN4O3 as an isolated structure. The level of theory is the ωB97M-V functional and the def2-TZVPD basis.

Last column: Mulliken charge in e.
Positions of all 25 atoms, in Å:
Co 0.088 -0.284 -0.137  0.2995
N -2.137 0.028 -0.250  -0.5470
C -2.361 1.481 -0.034  -0.3668
C -1.186 2.164 0.683  0.4624
O -1.375 3.235 1.245  -0.6873
N -0.045 1.489 0.539  -0.1295
C 1.220 2.003 1.017  -0.1708
C 2.336 0.995 0.710  0.3596
O 3.468 1.210 1.082  -0.6339
O 1.982 -0.081 0.029  -0.6762
H -2.730 -0.315 -0.996  0.2269
H -2.412 -0.483 0.584  0.2694
H -3.281 1.685 0.512  0.3301
H -2.439 1.952 -1.015  0.2248
H 1.217 2.198 2.092  0.3258
H 1.478 2.950 0.535  0.3150
N -0.269 -4.462 -0.518  -0.0669
C 0.678 -4.405 0.480  -0.3120
C 0.818 -3.090 0.778  -0.4384
N -0.034 -2.349 -0.014  0.0331
C -0.666 -3.206 -0.786  -0.2013
H -0.603 -5.291 -0.977  0.1900
H 1.158 -5.285 0.866  0.3982
H 1.483 -2.615 1.478  0.4205
H -1.400 -2.962 -1.535  0.3750

Values from the calculation:
Lowest unoccupied orbital energy (spin up / spin down) = -0.0072 / -0.0073 Ha
HOMO energy (spin up / spin down) = -8.10 / -8.54 eV
Gap between HOMO and LUMO (spin up / spin down) = 7.90 / 8.34 eV
Energy above the lowest of the compared OMol25 structures with the same formula, charge and spin = 28.3 kJ/mol
Multiplicity = 4

# 6
This record from the Open Molecules 2025 dataset describes a 2-piece molecular cluster, C8H16N6 overall at a distorted geometry. The level of theory is the ωB97M-V functional and the def2-TZVPD basis.

Last column: Mulliken charge in e.
Positions of all 30 atoms, in Å:
C -2.307 -2.931 -1.856  -0.1971
N -2.835 -3.139 -0.732  -0.4707
C -2.039 -2.943 0.422  0.6907
C -2.688 -3.106 1.749  -1.0349
N -0.792 -2.790 0.309  0.2748
N 0.218 -2.977 -0.460  -0.5661
N 1.045 -2.152 -0.936  -0.3689
C 1.147 -0.834 -0.665  1.0231
C 0.945 0.043 -1.828  -1.3166
N 1.566 -0.406 0.436  -0.3853
C 1.765 -1.178 1.655  -1.0272
H -2.965 -3.145 -2.604  0.3373
H -1.394 -2.361 -1.898  0.1393
H -3.825 -3.012 1.645  0.2970
H -2.358 -4.051 2.111  0.2723
H -2.442 -2.446 2.524  0.3729
H 1.308 -0.262 -2.795  0.4762
H -0.122 0.153 -2.067  0.2797
H 1.262 1.113 -1.816  0.1835
H 1.151 -0.818 2.516  0.2749
H 2.782 -1.114 2.105  0.3222
H 1.693 -2.238 1.566  0.4126
C 1.980 4.036 -0.884  -0.2928
N 0.826 3.961 -0.383  -0.4182
C 0.473 2.763 0.392  -0.5352
H 2.168 4.807 -1.607  0.2708
H 2.809 3.274 -0.739  0.2685
H -0.342 2.196 -0.161  0.1842
H -0.037 3.082 1.385  0.3133
H 1.157 1.900 0.653  0.2196

Values from the calculation:
Lowest unoccupied orbital energy = -0.0051 Ha
HOMO energy = -8.82 eV
Gap between HOMO and LUMO = 8.68 eV
Energy above the lowest of the compared OMol25 structures with the same formula, charge and spin = 526.3 kJ/mol
SMILES = C=N\C(C)=N/N=N\C(C)=N/C.C=NC

# 7
This record from the Open Molecules 2025 dataset describes a 2-piece molecular cluster, CHClS overall at a distorted geometry. The level of theory is the ωB97M-V functional and the def2-TZVPD basis.

Last column: Mulliken charge in e.
Positions of all 4 atoms, in Å:
C -1.934 -0.292 0.016  0.0878
S -3.414 0.178 0.003  -0.0747
Cl 1.503 0.230 -0.020  -0.2446
H 1.423 -0.711 0.816  0.2316

Values from the calculation:
Lowest unoccupied orbital energy = -0.0066 Ha
HOMO energy = -10.98 eV
Gap between HOMO and LUMO = 10.80 eV
Energy above the lowest of the compared OMol25 structures with the same formula, charge and spin = 34.5 kJ/mol

# 8
This record from the Open Molecules 2025 dataset describes C37H84HgN12O19 as an isolated structure at a distorted geometry. The level of theory is the ωB97M-V functional and the def2-TZVPD basis.

Last column: Mulliken charge in e.
Positions of all 153 atoms, in Å:
Hg -1.034 1.072 0.205  3.0731
C -3.315 0.846 -3.407  -0.5949
C -4.285 1.633 -4.063  0.4341
C -4.280 3.167 -3.593  -0.3142
O -5.055 3.992 -4.037  -0.6218
C -3.292 3.458 -2.569  -0.1695
C -2.464 2.616 -1.830  -0.7364
C -2.588 1.144 -2.251  0.6940
O -1.793 0.273 -1.730  -0.8800
O -1.536 2.966 -0.993  0.2067
O -5.091 1.222 -4.918  -0.7246
H -3.231 -0.210 -3.741  0.1933
H -3.132 4.526 -2.320  0.5053
C 0.635 -2.459 8.080  -1.9924
C 0.576 -3.689 7.181  1.4488
C -0.820 -4.281 7.409  -1.0835
C -1.123 -5.368 6.355  -1.0098
C -1.019 -4.820 4.947  -1.1552
C 0.345 -4.248 4.640  2.4933
N 0.723 -3.349 5.706  0.4715
O 1.992 -2.799 5.462  -0.4928
C 1.370 -5.307 4.351  -1.8622
C 0.177 -3.460 3.324  -2.8052
C 1.648 -4.739 7.620  -1.6318
H 1.633 -2.031 7.988  0.4267
H 0.460 -2.782 9.115  0.4413
H -0.046 -1.696 7.747  0.4291
H -0.915 -4.763 8.384  0.3721
H -1.574 -3.481 7.238  0.3348
H -2.131 -5.718 6.502  0.4646
H -0.511 -6.275 6.436  0.3468
H -1.673 -3.947 4.892  0.4565
H -1.355 -5.557 4.214  0.4385
H 1.128 -5.812 3.407  0.3658
H 2.372 -4.854 4.226  0.3842
H 1.471 -6.002 5.178  0.4327
H -0.462 -3.909 2.568  0.4285
H -0.138 -2.464 3.606  0.5659
H 1.158 -3.297 2.891  0.3362
H 2.613 -4.704 7.121  0.2192
H 1.229 -5.729 7.512  0.3660
H 1.800 -4.529 8.691  0.4499
H 1.773 -1.888 5.266  0.2441
C 3.278 -2.084 -5.062  -1.6653
C 3.579 -1.020 -3.973  1.3964
C 5.019 -0.384 -4.049  -1.2214
C 5.186 0.697 -5.080  -0.9021
C 4.098 1.765 -4.893  -1.1235
C 2.671 1.209 -4.869  2.0200
N 2.661 0.108 -3.902  -0.3622
O 1.306 -0.216 -3.520  1.2632
C 1.747 2.319 -4.368  -2.5224
C 2.344 0.848 -6.290  -1.5681
C 3.619 -1.742 -2.599  -1.4811
H 3.927 -1.924 -5.929  0.4018
H 2.246 -2.197 -5.350  0.1007
H 3.494 -3.070 -4.661  0.5011
H 5.279 0.078 -3.079  0.3213
H 5.715 -1.201 -4.217  0.4034
H 5.107 0.273 -6.093  0.3319
H 6.141 1.172 -5.082  0.5264
H 4.217 2.584 -5.612  0.4550
H 4.282 2.229 -3.914  0.2761
H 0.695 2.091 -4.571  0.3923
H 1.694 2.430 -3.287  0.3936
H 2.095 3.298 -4.715  0.2788
H 1.357 0.354 -6.342  0.1812
H 2.403 1.715 -6.979  0.4295
H 3.096 0.145 -6.601  0.3538
H 3.804 -1.003 -1.816  0.3141
H 4.319 -2.579 -2.627  0.5800
H 2.622 -2.150 -2.375  0.0933
H 0.856 -0.592 -4.282  -0.1485
C 2.514 1.198 5.242  0.4591
O 1.503 0.959 4.586  -0.6033
N 3.602 0.516 4.903  -0.4110
N 2.430 2.126 6.200  -0.4808
H 3.391 0.213 3.948  0.2402
H 4.512 0.936 4.975  0.2752
H 1.446 2.209 6.485  0.2903
H 3.034 2.050 7.020  0.2537
C -2.677 -2.074 0.693  0.5014
O -1.707 -1.490 1.153  -0.2637
N -3.138 -1.678 -0.423  0.4618
N -3.029 -3.127 1.377  -0.4590
H -3.990 -2.001 -0.847  0.2209
H -2.577 -1.010 -0.916  -0.9119
H -3.992 -3.452 1.249  0.2549
H -2.850 -2.974 2.365  0.2579
C -3.942 2.689 1.397  0.4485
O -3.613 1.575 0.980  -0.6445
N -4.280 3.610 0.534  -0.2484
N -4.086 2.869 2.702  -0.5387
H -4.772 4.462 0.725  0.1753
H -3.906 3.427 -0.398  -0.0228
H -3.822 3.800 3.029  0.2982
H -3.520 2.168 3.175  0.3101
C -0.318 3.896 2.329  0.5343
O -0.851 2.793 2.453  -0.4753
N 0.550 4.319 3.268  -0.5156
N -0.730 4.655 1.288  -0.1140
H 1.217 4.971 2.906  0.2336
H 0.778 3.554 3.899  0.1916
H -1.252 4.097 0.607  -0.2444
H -0.681 5.654 1.204  0.1859
C 2.481 2.711 -0.395  0.0734
O 1.337 2.545 -0.045  -0.1868
N 3.194 1.678 -0.777  -0.0002
N 3.048 3.839 -0.070  -0.5091
H 3.988 1.836 -1.369  0.4025
H 2.559 0.959 -1.091  -0.4846
H 2.319 4.563 -0.187  0.3131
H 3.803 3.972 -0.744  0.3272
C -1.507 -2.815 -3.652  0.3447
C -0.296 -2.972 -4.543  -0.7150
O -0.107 -1.757 -5.291  -0.5917
O -2.614 -3.069 -4.543  -0.6237
H -1.514 -1.809 -3.246  -0.2689
H -1.486 -3.596 -2.864  0.2950
H -0.357 -3.847 -5.168  0.5001
H 0.632 -3.176 -4.014  0.1929
H -0.895 -1.642 -5.866  0.3575
H -3.358 -2.589 -4.187  0.3373
C 1.240 -1.550 0.310  -1.0454
C 1.616 -0.593 1.476  -0.2209
O 0.441 0.172 1.856  -0.3840
O 0.916 -0.660 -0.742  1.2267
H 0.322 -2.023 0.589  0.0465
H 2.123 -2.121 0.105  0.6165
H 2.343 0.146 1.114  0.4865
H 2.030 -1.249 2.268  0.3418
H 0.744 0.881 2.457  -0.1357
H 1.228 -0.860 -1.640  -1.0250
C 0.693 5.925 -3.974  -0.7385
C -0.240 5.114 -3.125  0.4312
O 0.383 4.838 -1.903  -0.3930
O 1.074 7.134 -3.304  -0.6314
H 0.170 6.256 -4.860  0.4002
H 1.653 5.460 -4.208  0.3326
H -0.237 4.166 -3.661  -0.0557
H -1.196 5.590 -3.021  0.1929
H -0.124 4.106 -1.497  -0.0404
H 1.508 6.908 -2.468  0.3110
C -6.030 0.429 -0.673  0.7918
C -6.612 -0.749 -1.347  -0.9021
O -6.127 -1.098 -2.627  -0.5851
O -6.430 1.594 -1.370  -0.6217
H -4.960 0.349 -0.469  -0.5734
H -6.378 0.484 0.359  0.3857
H -7.697 -0.641 -1.454  0.3809
H -6.515 -1.635 -0.665  0.2962
H -5.709 -0.340 -3.049  0.3964
H -5.796 2.296 -1.205  0.3240

Values from the calculation:
Lowest unoccupied orbital energy = -0.0038 Ha
HOMO energy = -7.54 eV
Gap between HOMO and LUMO = 7.44 eV